--- A ---
25
Properties=species:S:1:pos:R:3 method="wB97M-V/def2-TZVPD" e_lumo_ha=0.0262 homo_energy_ha=-0.3384 smiles=C[C@H](O)CNCCN.O
C -0.212 1.237 -2.827
C 0.427 0.701 -1.575
O 0.879 -0.649 -1.905
C -0.569 0.429 -0.426
N 0.208 -0.108 0.709
C -0.431 0.243 2.045
C -1.272 -0.908 2.561
N -2.594 -1.087 1.965
H 0.047 0.587 -3.690
H 0.374 2.100 -3.253
H -1.247 1.522 -3.052
H 1.255 1.311 -1.177
H 0.067 -1.159 -1.957
H -1.471 -0.136 -0.792
H -1.063 1.358 -0.171
H 0.214 -1.112 0.565
H 0.418 0.510 2.675
H -0.963 1.158 1.835
H -1.396 -0.888 3.649
H -0.676 -1.834 2.473
H -2.529 -1.057 0.950
H -3.092 -0.224 2.185
O 3.372 0.072 -0.289
H 3.168 0.699 0.410
H 2.562 -0.187 -0.754

--- B ---
25
Properties=species:S:1:pos:R:3 method="wB97M-V/def2-TZVPD" e_lumo_ha=0.0282 homo_energy_ha=-0.3247 smiles=CCN[C@H](CN)CO.O
C 1.097 1.477 -1.168
C 1.607 0.050 -1.282
N 0.794 -1.020 -0.636
C -0.261 -0.703 0.310
C 0.106 -1.119 1.739
N 1.209 -0.383 2.351
C -1.580 -1.286 -0.118
O -2.042 -0.664 -1.318
H 1.890 2.176 -1.441
H 0.876 1.788 -0.148
H 0.245 1.622 -1.830
H 1.580 -0.171 -2.355
H 2.640 -0.073 -0.954
H 1.446 -1.667 -0.215
H -0.447 0.351 0.378
H 0.400 -2.178 1.655
H -0.792 -1.237 2.348
H 1.710 0.091 1.605
H 0.818 0.361 2.920
H -2.379 -1.084 0.596
H -1.565 -2.369 -0.286
H -1.309 -0.614 -1.943
O -1.882 2.173 0.306
H -1.776 1.581 -0.433
H -2.385 2.896 -0.080

Tell me which of them is the least stable. Sure, it is A.

--- A ---
19
Properties=species:S:1:pos:R:3 method="wB97M-V/def2-TZVPD" e_lumo_ha=-0.1865 homo_energy_ha=-0.5790 total_charge=+1 smiles="C[N+]1=NOC(C)(C)C1"
C -2.714 0.277 0.304
N -1.423 -0.152 0.079
N -1.192 -1.340 -0.128
O 0.162 -1.591 -0.194
C 0.900 -0.302 -0.135
C 1.678 -0.319 1.212
C 1.650 -0.156 -1.410
C -0.307 0.734 0.025
H -2.740 1.433 0.040
H -2.776 0.243 1.436
H -3.493 -0.160 -0.390
H 1.078 -0.746 1.923
H 1.914 0.784 1.465
H 2.535 -0.958 1.235
H 1.046 -0.021 -2.382
H 2.134 -1.141 -1.494
H 2.475 0.688 -1.475
H -0.356 1.389 0.886
H -0.568 1.338 -0.999

--- B ---
19
Properties=species:S:1:pos:R:3 method="wB97M-V/def2-TZVPD" e_lumo_ha="-0.1755 / -0.1913" homo_energy_ha="-0.4937 / -0.4823" total_charge=+1
C -0.390 0.827 0.457
C 0.135 -1.374 -0.465
C -0.864 -0.539 0.409
C -2.280 -0.683 -0.210
C 2.882 0.606 0.033
N 1.600 0.307 -0.493
N -1.070 1.899 0.419
O 1.359 -0.905 -0.144
H 0.137 -2.463 -0.219
H -0.038 -1.208 -1.485
H -0.941 -0.884 1.487
H -2.246 -0.506 -1.289
H -2.762 0.018 0.348
H -2.513 -1.733 0.045
H 3.022 0.255 1.058
H 3.637 0.158 -0.460
H 3.123 1.606 -0.049
H -2.082 1.866 0.259
H -0.707 2.756 0.301

Tell me which of them is the least stable. Sure, it is B.

--- A ---
19
Properties=species:S:1:pos:R:3 method="wB97M-V/def2-TZVPD" e_lumo_ha=-0.1713 homo_energy_ha=-0.5841 total_charge=+1 smiles="C[N+]1=NOC(C)(C)C1"
C -2.754 -0.557 0.128
N -1.484 0.047 0.032
N -1.242 1.278 0.135
O -0.032 1.564 0.138
C 0.796 0.342 -0.007
C 1.614 0.478 -1.332
C 1.716 0.232 1.228
C -0.244 -0.784 -0.068
H -3.355 0.287 0.369
H -2.779 -1.327 0.892
H -2.928 -0.910 -0.811
H 2.454 1.147 -1.232
H 0.853 0.855 -2.027
H 1.755 -0.525 -1.729
H 1.552 0.761 2.155
H 2.729 0.578 0.937
H 1.874 -0.803 1.528
H -0.327 -1.205 -1.004
H -0.197 -1.458 0.669

--- B ---
19
Properties=species:S:1:pos:R:3 method="wB97M-V/def2-TZVPD" e_lumo_ha="-0.1852 / -0.1853" homo_energy_ha="-0.3885 / -0.3883" total_charge=+1
C -3.213 0.143 0.161
C 0.423 -0.036 -0.134
C -4.528 -0.399 0.001
C 2.434 -1.340 0.171
C 2.368 1.723 0.088
N 1.011 -1.236 -0.124
N 0.975 1.166 -0.100
O -2.146 0.525 0.021
H -4.902 -0.639 0.993
H -4.668 -1.459 -0.385
H -4.944 0.200 -0.814
H 2.906 -0.714 -0.601
H 2.717 -1.150 1.149
H 2.653 -2.453 -0.001
H 2.278 2.597 0.863
H 2.593 2.060 -1.014
H 3.079 1.064 0.409
H 0.481 -2.061 -0.414
H 0.482 2.010 -0.271

Tell me which of them is the least stable. Sure, it is B.

--- A ---
19
Properties=species:S:1:pos:R:3 method="wB97M-V/def2-TZVPD" e_lumo_ha=-0.1102 homo_energy_ha=-0.5153 total_charge=+1
C 1.496 -0.348 -1.763
C 0.354 -1.201 -1.212
C -0.721 -0.358 -0.617
C -1.882 0.140 -1.119
N -2.524 0.782 -0.082
C -1.808 0.663 1.030
N -0.718 -0.003 0.720
H 1.953 0.179 -0.917
H 1.226 0.358 -2.535
H 2.398 -0.936 -1.947
H 0.745 -1.830 -0.408
H -0.013 -1.946 -1.911
H -2.118 0.267 -2.156
H -3.501 1.027 -0.165
H -2.047 1.175 1.945
H 0.116 -0.129 1.286
H 2.795 0.092 3.350
H 2.193 1.451 3.480
O 2.055 0.615 3.019

--- B ---
19
Properties=species:S:1:pos:R:3 method="wB97M-V/def2-TZVPD" e_lumo_ha=-0.3141 homo_energy_ha=-0.4292 total_charge=+1
O 1.345 -0.069 -0.461
C 0.499 0.577 -1.256
C -0.801 0.129 -1.542
C -1.330 -0.996 -0.877
C -2.583 -0.728 0.031
C -1.347 0.879 1.370
N -2.181 -0.130 1.304
N 4.406 0.218 1.169
H 0.867 1.438 -1.775
H -1.268 0.386 -2.496
H -1.908 -1.543 -1.663
H -0.676 -1.677 -0.310
H -2.990 -1.679 0.342
H -3.452 -0.253 -0.488
H -0.983 1.029 2.386
H -0.903 1.284 0.492
H 3.446 0.242 0.878
H 5.133 0.832 0.811
H 4.724 0.060 2.085

Tell me which of them is the least stable. Sure, it is B.

--- A ---
29
Properties=species:S:1:pos:R:3 method="wB97M-V/def2-TZVPD" e_lumo_ha=-0.1816 homo_energy_ha=-0.4216 total_charge=+1 smiles="C=C[C@@H]1C(=C)N1C(C)(C)/[NH+]=C/C"
C -3.842 -0.978 0.305
C -3.196 0.157 -0.019
C -1.969 0.641 0.716
C -1.005 1.624 0.094
C -0.641 2.761 -0.458
N -0.645 0.328 0.213
C 0.377 -0.646 -0.252
C -0.043 -1.919 0.498
C 0.272 -0.756 -1.767
N 1.529 -0.139 0.346
C 2.691 0.205 -0.148
C 3.784 0.549 0.781
H -4.769 -1.208 -0.235
H -3.417 -1.555 1.089
H -3.362 0.859 -0.774
H -1.949 0.470 1.814
H 0.273 2.927 -0.955
H -1.163 3.686 -0.390
H 0.033 -1.831 1.568
H 0.724 -2.770 0.210
H -1.013 -2.346 0.275
H 0.616 0.257 -2.045
H -0.775 -0.982 -2.095
H 0.842 -1.637 -2.122
H 1.664 -0.423 1.377
H 2.766 0.699 -1.204
H 4.741 0.760 0.315
H 3.408 1.437 1.289
H 4.070 -0.171 1.575

--- B ---
29
Properties=species:S:1:pos:R:3 method="wB97M-V/def2-TZVPD" e_lumo_ha="-0.1409 / -0.1205" homo_energy_ha="-0.3665 / -0.3785" total_charge=+1
C -0.499 -1.130 -3.332
C -0.497 -1.958 -2.275
C -0.355 0.271 -3.050
C -0.487 -1.554 -0.992
C -0.383 0.720 -1.725
C -0.432 -0.192 -0.657
C -0.584 -0.692 1.892
C -1.812 2.006 1.338
C 2.537 -0.267 0.170
C -0.195 0.213 0.737
N 2.731 -1.562 -0.112
N -0.414 1.680 1.115
H -0.656 -1.593 -4.293
H -0.504 -2.996 -2.525
H -0.556 1.031 -3.702
H -0.304 -2.332 -0.251
H -0.124 1.758 -1.617
H -0.366 -1.654 1.689
H -0.054 -0.536 2.759
H -1.655 -0.522 2.139
H -2.351 1.552 0.538
H -2.248 1.745 2.397
H -1.969 3.129 1.326
H 2.827 -0.115 1.192
H 2.402 0.465 -0.610
H 2.757 -2.257 0.623
H 2.810 -1.794 -1.152
H 0.057 2.257 0.431
H 0.083 1.565 1.950

Tell me which of them is the least stable. Sure, it is A.

--- A ---
30
Properties=species:S:1:pos:R:3 method="wB97M-V/def2-TZVPD" e_lumo_ha="-0.0053 / -0.0079" homo_energy_ha="-0.2731 / -0.2731"
C 0.203 -2.177 0.561
C -3.702 0.849 -0.311
C -2.908 1.552 0.614
C -3.272 -0.262 -0.940
C -1.696 0.927 0.935
C -2.063 -0.874 -0.525
C -1.260 -0.274 0.442
C 1.004 -0.164 1.649
C 2.402 -0.172 0.912
C 0.100 -0.777 0.652
C 1.931 2.001 -0.419
C 1.692 -1.365 -1.913
N 0.283 -3.318 0.548
N 2.186 0.528 -0.360
N 1.423 -0.163 -1.153
H -4.771 1.022 -0.517
H -3.172 2.346 1.281
H -4.079 -0.866 -1.550
H -1.082 1.523 1.673
H -1.717 -1.831 -0.893
H 1.154 -0.810 2.492
H 0.682 0.887 2.060
H 3.174 0.266 1.597
H 2.756 -1.169 0.746
H 1.086 2.291 0.241
H 2.720 2.553 -0.026
H 1.778 2.124 -1.456
H 2.685 -1.810 -1.669
H 0.780 -1.945 -1.727
H 1.684 -0.891 -2.943

--- B ---
30
Properties=species:S:1:pos:R:3 method="wB97M-V/def2-TZVPD" e_lumo_ha=0.0249 homo_energy_ha=-0.3010 smiles=c1cc[nH]c1.c1cc[nH]c1.c1cc[nH]c1
C -16.749 -15.432 3.147
C -17.214 -15.156 1.873
C -16.611 -14.049 1.368
N -15.832 -13.610 2.354
C -15.935 -14.457 3.434
H -17.037 -16.232 3.813
H -17.926 -15.713 1.282
H -16.697 -13.590 0.394
H -15.062 -12.962 2.272
H -15.458 -14.243 4.379
C -18.107 -13.073 5.560
C -17.446 -13.794 6.468
C -17.358 -13.145 7.674
N -18.168 -12.056 7.555
C -18.661 -12.057 6.234
H -18.213 -13.322 4.514
H -16.812 -14.644 6.260
H -16.727 -13.293 8.538
H -18.310 -11.412 8.320
H -19.362 -11.306 5.899
C -13.169 -10.844 1.489
C -11.929 -10.862 2.132
C -12.186 -10.886 3.510
N -13.525 -10.917 3.719
C -14.113 -10.992 2.480
H -13.284 -10.744 0.420
H -11.021 -10.829 1.549
H -11.490 -10.894 4.336
H -14.077 -10.873 4.564
H -15.178 -11.170 2.523

Tell me which of them is the least stable. Sure, it is A.

--- A ---
36
Properties=species:S:1:pos:R:3 method="wB97M-V/def2-TZVPD" e_lumo_ha=-0.0012 homo_energy_ha=-0.3992 smiles=O.O.O.O.O.O.O.O.O.O.O.O
O 1.475 -0.131 3.049
H 0.862 0.509 3.432
H 0.919 -0.881 2.808
O 0.127 0.450 0.068
H -0.231 -0.365 0.444
H 0.755 0.153 -0.609
O 2.623 1.310 -2.378
H 2.739 2.001 -3.046
H 3.452 1.299 -1.885
O -1.999 -0.706 2.798
H -2.764 -1.112 3.222
H -2.274 0.238 2.609
O -2.316 -2.349 -0.284
H -3.101 -2.900 -0.206
H -1.751 -2.604 0.471
O 1.656 -2.215 -0.460
H 0.707 -2.307 -0.615
H 1.858 -2.920 0.164
O 2.099 -1.539 -3.653
H 2.235 -1.155 -2.777
H 1.153 -1.457 -3.813
O 1.715 2.930 0.449
H 1.286 2.073 0.327
H 2.491 2.745 0.989
O -2.449 1.883 2.056
H -3.297 2.341 2.084
H -2.220 1.887 1.107
O -0.497 -2.811 1.924
H -0.316 -3.296 2.737
H -0.941 -1.973 2.224
O -1.692 2.434 -0.812
H -1.662 2.363 -1.773
H -0.986 1.814 -0.518
O 0.045 1.759 -3.581
H 0.808 1.565 -3.001
H -0.505 0.969 -3.548

--- B ---
36
Properties=species:S:1:pos:R:3 method="wB97M-V/def2-TZVPD" e_lumo_ha=-0.0186 homo_energy_ha=-0.3619 smiles=O.O.O.O.O.O.O.O.O.O.O.O
O 0.027 0.308 -0.275
H -0.654 0.460 -0.893
H -0.291 -0.085 0.505
O 1.535 0.227 2.702
H 1.169 1.102 2.753
H 2.165 0.240 3.414
O 1.038 -2.420 2.962
H 1.940 -2.532 3.322
H 0.935 -1.528 2.644
O -0.317 2.459 2.671
H -0.890 1.809 2.361
H -0.070 2.730 1.810
O 0.261 -1.714 -2.527
H 0.573 -0.885 -2.840
H -0.653 -1.666 -2.320
O -3.876 -0.217 0.172
H -2.995 -0.286 -0.038
H -4.096 -0.985 0.683
O 1.466 -2.868 0.105
H 1.216 -2.216 -0.510
H 0.855 -2.952 0.865
O 0.198 2.656 -2.519
H -0.688 2.818 -2.851
H 0.178 2.676 -1.583
O 3.196 0.223 -0.083
H 2.280 0.260 0.037
H 3.501 0.245 0.807
O -2.067 0.542 -2.064
H -2.600 1.246 -2.427
H -2.421 -0.345 -2.287
O -1.467 -0.338 1.857
H -1.496 -1.223 1.593
H -2.350 -0.064 1.640
O 1.364 0.455 -3.108
H 1.013 1.272 -2.776
H 2.018 0.596 -3.802

--- C ---
36
Properties=species:S:1:pos:R:3 method="wB97M-V/def2-TZVPD" e_lumo_ha=-0.0270 homo_energy_ha=-0.3499 smiles=O.O.O.O.O.O.O.O.O.O.O.O
O 0.574 -0.154 -0.395
H 0.646 0.698 0.089
H -0.045 -0.613 0.138
O -1.062 -1.587 -2.521
H -0.592 -1.752 -3.362
H -0.494 -1.097 -1.930
O 1.561 -0.226 2.185
H 0.894 -0.864 2.182
H 1.424 0.370 2.911
O 2.639 1.757 0.332
H 2.223 1.077 0.871
H 3.447 2.091 0.778
O -0.662 1.240 -3.048
H -1.396 0.924 -2.473
H -0.102 1.680 -2.383
O 0.639 3.259 -1.515
H 0.032 4.069 -1.454
H 0.849 3.062 -0.582
O 3.099 -1.359 0.136
H 2.394 -1.214 -0.519
H 2.643 -1.135 1.007
O -0.633 -3.808 -1.022
H -1.369 -4.280 -1.331
H -0.521 -2.994 -1.548
O -2.662 0.854 -1.172
H -2.731 1.716 -0.716
H -2.615 0.197 -0.471
O 0.071 -2.515 1.977
H -0.678 -2.873 1.493
H 0.820 -2.971 1.616
O -0.426 2.365 1.109
H -1.322 1.970 1.149
H -0.586 2.934 1.844
O -1.868 -0.342 1.888
H -1.390 -0.002 2.628
H -2.809 -0.481 2.102

Tell me which of them is the least stable. Sure, it is B.